1.
Molecular formula: C7H11BN2O
Method: DFT, the ωB97M-V functional and the def2-TZVPD basis

```
22
Properties=species:S:1:pos:R:3
B -0.88905 -0.10222 -0.32138
C -1.54704 0.96026 -1.30240
C 1.26296 1.29149 0.71083
C 0.13071 0.63079 0.85122
C 2.08079 1.15204 -0.56598
C 1.21752 0.22495 -1.47765
C 0.40622 -0.78103 -0.81614
C -2.16757 -0.98764 0.33198
N -2.16952 1.69534 -1.94170
N -2.54690 -0.28682 1.57527
O 0.85515 -2.01298 -0.51070
H 1.85337 2.00031 1.43761
H -0.40848 0.64451 1.85186
H 2.37070 2.22557 -0.99225
H 2.97889 0.70636 -0.10257
H 0.61654 1.00013 -2.04940
H 1.89374 -0.29602 -2.34256
H -2.84795 -1.24215 -0.51417
H -1.68250 -1.99863 0.67150
H -3.07535 -0.81328 2.25423
H -3.04157 0.52638 1.34810
H 1.75455 -1.96702 -0.83674
```

Properties
**Net charge**: 0
**Lowest unoccupied orbital energy**: -0.19 eV
**ΔE to the lowest compared entry with this formula, charge and spin**: 1.849 eV
**2S+1**: 1

***

2.
Molecular formula: C33H45Cl2N2OP3PbS
Method: DFT, the ωB97M-V functional and the def2-TZVPD basis

```
88
Properties=species:S:1:pos:R:3
P -3.51754 4.10362 1.35983
C -4.15509 3.37542 2.79024
C -4.22812 4.34569 3.81818
H -3.64776 5.27060 3.70125
C -5.04594 4.10600 4.89873
H -5.13751 4.87387 5.66086
C -5.74604 2.89843 4.99679
H -6.40193 2.73587 5.84784
C -5.60545 1.90415 4.01639
H -6.14551 0.96551 4.12124
C -4.79148 2.11518 2.91394
H -4.63133 1.34425 2.14754
C -2.06221 5.07224 1.52472
C -1.05836 4.88174 2.50489
H -1.08629 3.99505 3.15044
C -0.05295 5.82684 2.62232
H 0.72440 5.69969 3.37421
C -0.04907 6.96074 1.79951
H 0.71432 7.72075 1.92303
C -1.03489 7.12938 0.82213
H -1.05238 8.01398 0.19188
C -2.01398 6.17454 0.64383
H -2.79505 6.27325 -0.11903
C -4.36966 4.01572 -0.14883
C -5.47932 4.86958 0.04834
H -5.62139 5.30709 1.04148
C -6.32311 5.12120 -1.01548
H -7.15384 5.79870 -0.85699
C -6.09468 4.50926 -2.25117
H -6.77070 4.72557 -3.07454
C -5.02567 3.62813 -2.42834
H -4.87295 3.14954 -3.39502
C -4.14524 3.35298 -1.38109
H -3.33891 2.62340 -1.48355
Pb -0.50307 -0.39464 -0.30862
C 1.22945 1.33189 -1.19208
C 1.10242 2.63673 -1.21175
H 2.04174 0.69801 -1.57120
C -0.10911 3.29880 -0.52184
O -0.83560 3.90428 -1.59121
H -1.73359 4.16497 -1.33022
C -1.01232 2.40752 0.19044
H 0.29114 4.11022 0.08215
C -1.21965 1.18380 0.57732
Cl 1.58818 -1.96673 -0.48274
Cl -2.21766 -1.60350 1.46287
P 1.26827 0.30197 2.17813
C 1.89561 -1.27100 2.86422
H 2.69216 -1.65652 2.21764
H 1.06730 -1.99075 2.88126
H 2.26695 -1.09278 3.87962
C 2.78614 1.31075 2.05524
H 2.50757 2.34051 1.79436
H 3.41072 0.89826 1.25150
H 3.32396 1.28742 3.01229
C 0.41502 1.03487 3.61215
H -0.61261 0.64635 3.62794
H 0.39357 2.12731 3.50548
H 0.95724 0.73854 4.52008
P 2.17972 3.80045 -2.17608
C 3.76884 3.04022 -2.53942
C 2.40209 5.26746 -1.14826
H 3.61190 2.07159 -3.03182
H 4.33473 2.87980 -1.61138
H 4.36265 3.68524 -3.20441
H 1.43600 5.76427 -0.99450
H 3.09584 5.97565 -1.62427
H 2.80522 4.96041 -0.17411
C 1.34878 4.26956 -3.70397
H 1.12285 3.36026 -4.27463
H 1.97205 4.94113 -4.31196
H 0.40484 4.75814 -3.43539
H -2.14800 1.15783 1.14411
S -1.90258 -0.48516 -2.57980
C -1.45672 -2.15192 -2.48505
N -0.68846 -2.65325 -3.47029
C 0.04290 -3.91174 -3.32537
C -0.84138 -4.89298 -2.58805
C -1.27809 -4.30241 -1.26380
N -1.82357 -2.96076 -1.47017
H -0.31298 -1.95319 -4.10173
H 0.97939 -3.73931 -2.77484
H 0.27710 -4.25602 -4.33640
H -0.29325 -5.82214 -2.40730
H -1.71906 -5.13034 -3.19314
H -0.43023 -4.23779 -0.56534
H -2.06660 -4.90387 -0.79702
H -2.27685 -2.53463 -0.64492
```

Properties
**Net charge**: +2
**Lowest unoccupied orbital energy (alpha / beta)**: -6.77 / -6.72 eV
**ΔE to the lowest compared entry with this formula, charge and spin**: 0.319 eV
**2S+1**: 1

***

3.
Molecular formula: C9H18BeNO5P
Method: DFT, the ωB97M-V functional and the def2-TZVPD basis

```
35
Properties=species:S:1:pos:R:3
Be -3.52248 0.47518 -6.15929
P -0.94721 -0.66462 -9.67485
O -2.05733 0.46300 -9.80950
O -0.00979 -1.03450 -10.85956
O -1.74279 -1.90028 -9.10585
O -0.32483 -0.25644 -8.34284
C 2.01037 -0.31371 -0.25444
C 1.10742 -0.41455 1.04128
C 2.01462 0.23070 2.07887
C 1.38962 0.31686 3.43986
C 0.07061 1.11945 3.38694
C -0.81261 0.70391 2.19251
N -0.06750 0.42067 0.88063
O -0.89159 0.15058 -0.30674
C -1.81005 -0.42135 2.67249
C -1.67288 1.93238 1.87807
C 0.94804 -1.93116 1.24697
H 1.47674 -0.68053 -1.13124
H 2.91967 -0.87948 -0.05148
H 2.25461 0.71757 -0.50915
H 2.96377 -0.28016 2.24085
H 2.47938 1.17700 1.80206
H 2.06507 0.91859 4.04796
H 1.28791 -0.68691 3.85240
H 0.42874 2.14891 3.38158
H -0.43110 0.92793 4.33547
H -1.34869 -1.32772 3.06462
H -2.46901 -0.00670 3.43534
H -2.44090 -0.74540 1.84477
H -2.58414 1.69200 1.33041
H -1.98087 2.42535 2.80014
H -1.08295 2.73581 1.43693
H 1.12228 -2.22186 2.28293
H 1.66805 -2.51722 0.67582
H -0.01019 -2.27338 0.85611
```

Properties
**Net charge**: -1
**Lowest unoccupied orbital energy (alpha / beta)**: 0.15 / 0.16 eV
**ΔE to the lowest compared entry with this formula, charge and spin**: 2.079 eV
**2S+1**: 2

***

4.
Molecular formula: CHF3NO2S
Method: DFT, the ωB97M-V functional and the def2-TZVPD basis

```
9
Properties=species:S:1:pos:R:3
C -2.26491 1.71310 -1.45615
N 1.11037 0.12048 -1.91689
O 1.64861 2.28646 -0.95709
O 0.55628 0.55204 0.54156
F -1.91856 0.29816 -1.21874
F -3.41342 1.90974 -0.67147
F -2.69323 1.83615 -2.78702
S 0.89138 1.03899 -0.78688
H 0.63407 -0.72023 -2.10693
```

Properties
**Net charge**: -1
**Lowest unoccupied orbital energy (alpha / beta)**: 2.79 / 2.79 eV
**ΔE to the lowest compared entry with this formula, charge and spin**: 3.625 eV
**2S+1**: 1

***

5.
Molecular formula: C17H17BrINS
Method: DFT, the ωB97M-V functional and the def2-TZVPD basis

```
38
Properties=species:S:1:pos:R:3
C 5.19048 -0.86822 1.02781
C 3.90320 -1.25210 0.23793
C 3.62994 -0.20256 -0.87583
C 2.13667 0.01010 -1.21137
C 1.39092 0.92436 -0.22606
C 2.04225 2.07126 0.17582
C 1.48705 2.96874 1.08675
C 0.23952 2.67156 1.58191
C -0.43065 1.53386 1.18507
C 0.10622 0.63360 0.27357
N -0.52146 -0.57037 -0.17408
I 0.14098 -2.26218 0.82970
C -1.94418 -0.52161 -0.23279
C -2.55443 -1.30894 -1.19970
C -3.92047 -1.36286 -1.31005
Br -4.71980 -2.48184 -2.66631
C -4.76888 -0.63989 -0.46506
C -6.27965 -0.69868 -0.53313
C -4.14543 0.15556 0.48314
C -2.77298 0.20551 0.60302
S -2.04902 1.22096 1.87548
H 5.71390 -1.76858 1.37702
H 4.99020 -0.16156 1.84089
H 5.87970 -0.39617 0.30822
H 4.16494 -2.19155 -0.27298
H 3.05168 -1.40676 0.90810
H 4.10498 -0.57694 -1.79714
H 4.16707 0.71559 -0.60933
H 1.64937 -0.97187 -1.24426
H 2.06104 0.47823 -2.20574
H 3.03014 2.33147 -0.20118
H 2.05711 3.84301 1.38980
H -0.24545 3.31820 2.31625
H -1.99155 -1.92234 -1.90278
H -6.59895 -1.39764 0.26083
H -6.75300 0.26168 -0.30295
H -6.64766 -1.11999 -1.47062
H -4.79378 0.73897 1.14003
```

Properties
**SMILES**: CCCCc1cccc2c1N(I)c1cc(Br)c(C)cc1S2
**Net charge**: 0
**Lowest unoccupied orbital energy**: -0.66 eV
**2S+1**: 1

***

6.
Molecular formula: C3H7N2O
Method: DFT, the ωB97M-V functional and the def2-TZVPD basis

```
13
Properties=species:S:1:pos:R:3
C -0.61318 1.05957 -0.44902
C -1.64474 -0.75470 0.31092
C 0.44644 0.34646 0.34805
N -1.74112 0.44632 -0.44514
N 1.69680 -0.07912 -0.37378
O -0.25710 -1.04786 0.55981
H -0.41567 2.09176 -0.75373
H -1.98228 -0.78467 1.29630
H -2.07929 -1.56242 -0.26372
H 0.79916 0.70529 1.29444
H 1.49601 -0.75487 -1.05474
H 2.27285 -0.48639 0.25247
H 2.02211 0.82061 -0.72185
```

Properties
**SMILES**: [NH3+][C@H]1C=NCO1
**Net charge**: +1
**Lowest unoccupied orbital energy**: -4.17 eV
**ΔE to the lowest compared entry with this formula, charge and spin**: 2.934 eV
**2S+1**: 1